This record from OMol25 describes a molecular structure, C4H10N3O. The level of theory is the ωB97M-V functional and the def2-TZVPD basis.

CARTESIAN COORDINATES (ANGSTROEM)
C 1.45449 0.23710 0.06380
C -0.61405 1.44467 -0.63033
C -2.03614 -0.00746 0.35350
C 2.19872 -1.07531 0.22755
N -1.44660 1.24521 0.51744
N 0.18791 0.22177 -0.76632
N -0.59284 -0.97626 -0.34121
O 1.79226 1.27999 0.50375
H -1.30057 1.51441 -1.53777
H 0.15339 2.22032 -0.44217
H -2.50480 -0.57088 1.18820
H -2.48810 -0.25136 -0.59253
H 2.19405 -1.29642 1.30338
H 3.17008 -0.85187 0.01752
H 1.78701 -1.72489 -0.46093
H -0.97172 1.64976 1.36272
H -0.07124 -1.55334 0.40470
H -0.91185 -1.50545 -1.17128

Calculated values
- orbital gap (spin up / spin down) (hartree) = 0.2408 / 0.2828
- total charge = +1
- HOMO energy (spin up / spin down) (eV) = -9.74 / -15.06
- <S²> = 2.01
- 2S+1 = 3

natural (NBO) atomic charge list, values in e, 6 entries:
1 C 0.274
2 C -0.095
3 C 0.010
4 C -0.627
5 N -0.582
6 N -0.211